Entry 1:
23
Properties=species:S:1:pos:R:3 method="wB97M-V/def2-TZVPD" e_above_lowest_kj_mol=169.8 total_charge=+1
C 0.7228 2.0514 1.0817
N 0.3629 0.6172 1.1488
C -0.5598 0.2588 2.2821
O -1.2759 -0.9745 2.0890
H -0.1480 2.6226 0.7506
H 1.5073 2.1494 0.3355
H 1.0716 2.4644 2.0401
H 1.1316 -0.0212 1.1357
H -0.0042 0.2111 3.1954
H -1.3016 1.0692 2.3554
H -0.9524 -1.5705 2.7783
C 0.7153 -0.3116 -2.2548
O 1.5315 -1.0122 -3.1990
C -0.2422 -1.2614 -1.5151
N -1.2032 -0.5003 -0.6489
H 0.1446 0.3945 -2.9042
H 1.2755 0.2090 -1.5121
H 2.0106 -1.6628 -2.7243
H -0.8420 -1.7614 -2.2665
H 0.2670 -2.0344 -0.9805
H -1.8251 0.1183 -1.1206
H -0.5872 0.0590 0.0702
H -1.7990 -1.1147 -0.1368

***

Entry 2:
84
Properties=species:S:1:pos:R:3 method="wB97M-V/def2-TZVPD" total_charge=-1
C 1.1935 4.6834 -0.5325
C 1.9870 4.2208 -1.7397
O 3.1793 3.6116 -1.2866
C 3.7222 2.5808 -2.1149
C 3.8273 1.2913 -1.3391
Nb 2.0809 0.0034 -0.8591
C 0.0769 -0.7464 -1.5108
C -0.9017 0.2540 -2.0963
C -2.2518 -0.3490 -2.6017
C -3.3278 -0.3961 -1.5399
O -3.6031 -1.3309 -0.8177
O -4.1434 0.7232 -1.4826
C -3.6572 1.9882 -1.0157
C -3.1697 1.9283 0.4255
C 2.3658 -0.5407 1.4639
F 3.4954 -1.3844 1.6945
F 1.2988 -1.3110 1.9342
C 2.6314 0.5461 2.5344
F 1.7025 0.5644 3.5403
F 2.6339 1.8023 1.9731
H 1.5398 5.6561 -0.1671
H 1.3126 3.9350 0.2576
H 0.1273 4.7745 -0.7729
H 2.2305 5.0642 -2.4135
H 1.4244 3.5006 -2.3547
H 3.0862 2.4614 -3.0026
H 4.6955 2.9456 -2.4855
H 4.4899 0.6205 -1.9157
H 4.3287 1.5261 -0.3834
H 1.0324 1.4238 -0.2924
H 2.0829 0.1752 -2.6842
H 2.8193 -1.6998 -0.9263
H -0.3612 -1.2401 -0.6245
H 0.2847 -1.5132 -2.2706
H -1.1166 1.0150 -1.3505
H -0.4257 0.7841 -2.9313
H -2.0801 -1.3892 -2.9071
H -2.6304 0.2144 -3.4580
H -4.5346 2.6334 -1.1185
H -2.8716 2.3806 -1.6802
H -2.4038 1.1606 0.5513
H -3.9915 1.7073 1.1143
H -2.7274 2.8912 0.7054
H 3.6133 0.3882 2.9954
C 1.2644 -2.5779 6.2620
S 0.8667 -3.5087 4.7788
O 0.7250 -4.9349 5.2043
C 2.4740 -3.3611 4.0168
H 0.3837 -2.5927 6.9010
H 2.1062 -3.0555 6.7629
H 1.4989 -1.5518 5.9780
H 3.2168 -3.7953 4.6862
H 2.6810 -2.3159 3.8044
H 2.4374 -3.9034 3.0751
C 4.9949 6.5199 -2.7400
S 4.3024 6.0883 -4.3401
O 4.4245 4.6151 -4.4317
C 5.6307 6.7819 -5.3377
H 4.3239 6.0956 -1.9940
H 5.9782 6.0589 -2.6551
H 5.0488 7.6039 -2.6367
H 6.5686 6.3095 -5.0473
H 5.6701 7.8620 -5.1965
H 5.3984 6.5493 -6.3749
C -3.9817 -7.4541 6.3263
S -3.2264 -6.2535 7.4302
O -4.2763 -5.2370 7.7160
C -2.1076 -5.5567 6.2230
H -4.7509 -7.9729 6.8942
H -4.4253 -6.9212 5.4860
H -3.2237 -8.1599 5.9874
H -2.6842 -5.1783 5.3791
H -1.3877 -6.3061 5.8993
H -1.5655 -4.7458 6.7015
C -5.7291 -3.0819 -2.8449
S -5.7950 -3.6153 -4.5540
O -4.4232 -4.0228 -4.9524
C -6.0495 -1.9741 -5.2451
H -5.5142 -3.9567 -2.2348
H -4.9375 -2.3472 -2.7120
H -6.6975 -2.6645 -2.5690
H -5.2144 -1.3410 -4.9465
H -6.9960 -1.5698 -4.8868
H -6.0737 -2.0834 -6.3272

***

Entry 3:
96
Properties=species:S:1:pos:R:3 method="wB97M-V/def2-TZVPD" multiplicity=4 s_squared=3.765 total_charge=+2
Ni 2.8742 -1.7415 2.7519
In -0.1502 -5.0552 -0.2996
C 1.6553 -1.7744 0.0366
O 2.5419 -1.0142 -0.3783
O 1.6475 -2.1326 1.1801
O 0.8687 -2.3002 -0.7557
C -4.4691 -1.1612 -0.8525
C -3.6377 -1.9316 0.2852
C -4.4189 -1.8199 1.6503
C -5.6092 -2.7718 1.7149
C -5.1527 -4.1517 1.2792
C -4.4345 -4.3435 -0.0922
N -3.3556 -3.2997 -0.1813
O -2.6746 -3.3910 -1.4354
C -3.8478 -5.7473 -0.1611
C -5.5755 -4.1602 -1.1180
C -2.2658 -1.2311 0.4930
H -4.2177 -0.1030 -0.9245
H -5.5456 -1.1235 -0.6854
H -4.2812 -1.4844 -1.8763
H -3.8084 -1.9767 2.5396
H -4.8540 -0.8360 1.8255
H -6.4276 -2.3192 1.1550
H -5.9590 -2.8158 2.7463
H -6.0201 -4.8104 1.2353
H -4.5396 -4.4528 2.1287
H -4.4647 -6.6239 0.0363
H -3.2854 -5.7607 -1.0947
H -3.0455 -5.8846 0.5639
H -5.1505 -4.0597 -2.1167
H -6.2238 -5.0356 -1.1559
H -6.2145 -3.3005 -0.9161
H -1.6138 -1.2816 -0.3790
H -1.7875 -1.6820 1.3625
H -2.3217 -0.1627 0.7014
H -3.2490 -3.2445 -2.1906
C 1.3010 0.8547 3.0625
C 2.7098 1.4814 3.0720
C 2.7005 2.4400 4.3280
C 4.0431 2.9760 4.6979
C 4.8940 1.7942 5.0148
C 5.2117 0.9848 3.6949
N 3.8784 0.5300 3.1501
O 4.0762 -0.0269 1.9406
C 6.0470 1.8084 2.7200
C 6.0637 -0.2968 4.1319
C 2.8491 2.4652 1.8906
H 1.2465 0.2794 3.9867
H 0.4995 1.5932 3.0447
H 0.9167 0.2907 2.2126
H 1.8966 3.1687 4.2238
H 2.3526 1.7992 5.1382
H 4.5426 3.6038 3.9600
H 3.9658 3.6499 5.5511
H 4.5496 1.1292 5.8067
H 5.8103 2.1212 5.5064
H 6.9422 2.2155 3.1899
H 5.5569 2.6013 2.1550
H 6.4860 1.1105 2.0071
H 5.5779 -0.8688 4.9225
H 7.0220 0.0623 4.5071
H 6.2867 -0.9483 3.2870
H 3.2730 2.0050 0.9980
H 1.9018 2.9235 1.6068
H 3.5610 3.2499 2.1467
H 4.3428 0.7142 1.3917
C 0.0873 1.2689 -0.9721
C -0.3217 1.8089 -2.3466
C 0.1602 3.3002 -2.3827
C 0.2718 3.9769 -3.7601
C 1.0836 3.1147 -4.6761
C 0.4151 1.7089 -4.8675
N 0.3189 1.0622 -3.5462
O -0.1042 -0.2647 -3.6418
C -0.9876 1.7267 -5.6084
C 1.3966 0.9108 -5.7685
C -1.8422 1.9011 -2.4488
H -0.3443 0.2795 -0.8210
H -0.2754 1.7011 -0.0394
H 1.1416 1.0220 -0.8474
H -0.4463 4.0099 -1.8201
H 1.1621 3.2947 -1.9534
H 0.8162 4.9185 -3.6883
H -0.7320 4.0349 -4.1809
H 2.0951 3.1072 -4.2698
H 1.2009 3.5513 -5.6679
H -0.7048 1.7130 -6.6610
H -1.6185 0.8427 -5.5158
H -1.5541 2.6535 -5.5175
H 2.3044 0.7560 -5.1854
H 0.9987 -0.0978 -5.8795
H 1.6830 1.3617 -6.7186
H -2.2526 2.4162 -1.5803
H -2.3241 0.9256 -2.5151
H -2.2465 2.3762 -3.3426
H -0.8726 -0.1072 -4.1953

***

E for every record listed, in sequence, given in Eh: -421.128775 -3366.407284 -3414.368239.